Record 1
This record from the OMol25 dataset describes a 2-piece molecular cluster, C4H8N2OS overall in a non-equilibrium geometry. The level of theory is ωB97M-V with the def2-TZVPD basis set.

Properties
* ΔE to the lowest compared entry with this formula, charge and spin: 39.6 kcal per mole
* HOMO level: -7.1 eV
* orbital gap: 7.72 eV
* SMILES string: CS/C=C\N.N=C=O

Geometry as XYZ:
```
16
Properties=species:S:1:pos:R:3:forces:R:3
C -0.663 2.490 0.104 -2.91 -0.56 -3.09
S -1.548 0.956 -0.521 -0.77 1.66 -0.81
C -0.620 -0.270 0.190 1.83 -1.26 1.46
C -1.021 -1.566 0.319 -1.03 3.77 -1.91
N -2.197 -1.857 -0.371 1.05 -0.28 0.06
H 0.366 2.425 -0.142 0.82 0.31 0.02
H -0.983 2.645 1.066 0.16 0.05 2.67
H -1.273 3.276 -0.434 1.31 -0.60 0.07
H 0.328 0.205 0.441 0.10 -1.08 0.63
H -0.564 -2.395 0.766 1.04 -0.66 0.50
H -2.479 -2.753 -0.158 -1.30 -2.05 0.25
H -2.938 -1.207 -0.491 -0.26 0.68 0.15
N 3.239 0.044 0.270 1.31 1.58 1.12
C 3.313 -0.909 -0.460 -1.10 -0.19 -0.65
O 3.075 -1.798 -1.172 0.67 -0.22 0.09
H 3.966 0.713 0.592 -0.91 -1.15 -0.55
```
Positions in Å, forces in eV/Å.

Record 2
This record from the OMol25 dataset describes one molecule with the formula C4H8N2OS in a non-equilibrium geometry. The level of theory is ωB97M-V with the def2-TZVPD basis set.

Properties
* ΔE to the lowest compared entry with this formula, charge and spin: 122.6 kcal per mole
* HOMO level: -8.4 eV
* orbital gap: 8.70 eV
* SMILES string: CC1(C)C=NONS1

Geometry as XYZ:
```
16
Properties=species:S:1:pos:R:3:forces:R:3
C 0.094 0.020 -1.129 1.41 1.88 -1.42
C -0.246 -0.094 0.285 -0.83 2.88 1.91
C 0.937 0.300 1.212 0.70 -2.41 -1.86
C -0.994 -1.311 0.645 1.49 -0.16 1.38
N -2.198 -1.610 0.418 0.16 -0.90 1.19
O -3.048 -0.803 -0.085 -1.90 2.16 -1.67
N -2.566 0.565 -0.662 -1.25 -0.42 -0.31
S -1.650 1.473 0.432 1.28 -1.92 0.73
H 0.500 1.128 -1.352 -0.89 -2.73 0.16
H -0.776 -0.263 -1.686 -0.37 0.52 -0.76
H 0.819 -0.746 -1.388 0.57 0.02 -0.04
H 1.074 1.377 1.184 0.28 -0.06 0.04
H 1.817 -0.273 0.635 -1.35 1.49 1.77
H 0.835 -0.090 2.236 0.07 0.29 -0.41
H -0.533 -1.998 1.380 0.04 0.12 -0.87
H -3.476 1.058 -0.785 0.61 -0.78 0.15
```
Positions in Å, forces in eV/Å.

Record 3
This record from the OMol25 dataset describes one molecule with the formula C4H8N2S in a non-equilibrium geometry. The level of theory is ωB97M-V with the def2-TZVPD basis set.

Properties
* ΔE to the lowest compared entry with this formula, charge and spin: 70.4 kcal per mole
* HOMO level: -8.5 eV
* orbital gap: 9.48 eV
* SMILES string: CS/N=C\N1CC1

Geometry as XYZ:
```
15
Properties=species:S:1:pos:R:3:forces:R:3
C 0.666 2.962 0.043 -0.41 0.13 0.04
S 0.365 1.260 -0.591 -0.32 0.50 0.48
N 0.194 0.580 0.946 0.34 0.29 -0.12
C -0.072 -0.607 1.286 -0.24 0.61 -0.81
N -0.431 -1.759 0.563 0.07 -0.31 0.40
C 0.260 -2.123 -0.656 0.56 0.22 -0.75
C -1.148 -1.700 -0.699 -1.21 -1.13 0.08
H 1.648 2.911 0.549 -0.56 0.42 -0.31
H -0.142 3.254 0.776 0.89 -0.47 -0.85
H 0.646 3.686 -0.818 0.22 -0.81 0.81
H -0.113 -0.747 2.338 0.03 -0.33 0.94
H 0.897 -1.317 -1.049 0.19 -0.74 0.03
H 0.579 -3.170 -0.799 -0.16 0.74 0.26
H -1.387 -0.780 -1.204 0.04 0.37 0.17
H -1.961 -2.450 -0.685 0.56 0.49 -0.36
```
Positions in Å, forces in eV/Å.